# 1
Here is a single C4H8N4 molecule at a distorted geometry from the OMol25 dataset. Energies are from the ωB97M-V functional and the def2-TZVPD basis.

The HOMO energy comes out at -0.29559 hartree. For the HOMO-LUMO gap, the calculation gives 8.88 eV. The calculated total energy comes out at -10232.738 eV. The calculation puts the lowest unoccupied orbital energy at 0.0308 Eh. The value obtained for the energy above the lowest of the compared OMol25 structures with the same formula, charge and spin is 531.1 kJ/mol.

Geometry as ORCA input:
```
! RIJCOSX wB97M-V def2-TZVPD def2/J DEFGRID3
* xyz 0 1
N 0.37 0.12 -2.78
N 0.83 0.58 -1.53
C 0.42 0.19 -0.40
C 1.23 0.43 0.98
C 0.43 0.41 2.18
N -0.78 0.27 2.16
N -1.43 -0.16 1.00
C -0.92 -0.73 -0.27
H 0.36 0.82 -3.70
H -0.61 -0.36 -2.79
H 1.67 1.37 0.86
H 1.77 -0.56 1.29
H 1.15 0.37 3.00
H -2.39 -0.21 1.37
H -1.51 -0.81 -1.10
H -0.59 -1.75 -0.26
*
```

# 2
Here is a single C4H8N4 molecule at a distorted geometry from the OMol25 dataset. Energies are from the ωB97M-V functional and the def2-TZVPD basis.

The HOMO energy comes out at -0.30686 hartree. For the HOMO-LUMO gap, the calculation gives 8.57 eV. The calculated total energy comes out at -10232.799 eV. The calculation puts the lowest unoccupied orbital energy at 0.0080 Eh. The value obtained for the energy above the lowest of the compared OMol25 structures with the same formula, charge and spin is 525.2 kJ/mol.

Geometry as ORCA input:
```
! RIJCOSX wB97M-V def2-TZVPD def2/J DEFGRID3
* xyz 0 1
C 3.95 0.27 0.28
N 2.58 0.41 0.10
N 1.82 -0.66 -0.04
C 0.44 -0.46 -0.25
C -0.26 0.59 -0.24
N -1.67 0.66 -0.32
N -2.24 -0.36 0.19
C -3.66 -0.07 0.26
H 4.23 -0.86 0.10
H 4.75 1.14 0.17
H 2.35 -1.41 -0.49
H -0.17 -1.32 -0.39
H 0.05 1.64 -0.09
H -4.25 -0.54 1.00
H -4.10 -0.16 -0.76
H -3.82 1.13 0.47
*
```

# 3
Here is 2 unconnected molecules or ions with the total composition C4H8N4 at a distorted geometry from the OMol25 dataset. Energies are from the ωB97M-V functional and the def2-TZVPD basis.

The HOMO energy (alpha / beta) comes out at -0.21844 / -0.35897 hartree. For the HOMO-LUMO gap (alpha / beta), the calculation gives 6.60 / 6.95 eV. The calculated total energy comes out at -10231.019 eV. The calculation puts the lowest unoccupied orbital energy (alpha / beta) at 0.0243 / -0.1036 Eh. The expectation value of S² is 2.02. The value obtained for the energy above the lowest of the compared OMol25 structures with the same formula, charge and spin is 286.6 kJ/mol.

Geometry as ORCA input:
```
! RIJCOSX wB97M-V def2-TZVPD def2/J DEFGRID3
* xyz 0 3
C 2.16 -0.10 -1.14
C 0.01 1.32 1.53
C 1.04 -0.91 -1.21
C -0.84 1.20 0.34
N 3.09 0.61 -1.12
N -0.56 -2.15 -0.27
N 0.49 -1.33 -0.20
N -1.71 0.30 0.24
H -0.60 0.94 2.34
H 1.07 1.02 1.39
H 0.03 2.34 1.83
H 0.79 -1.18 -2.23
H -0.73 2.11 -0.23
H -0.97 -1.94 0.60
H -2.30 0.11 -0.66
H -0.94 -2.35 -1.22
*
```

# 4
Here is a single C4H8N4O molecule at a distorted geometry from the OMol25 dataset. Energies are from the ωB97M-V functional and the def2-TZVPD basis.

The HOMO energy comes out at -0.26217 hartree. For the HOMO-LUMO gap, the calculation gives 7.87 eV. The calculated total energy comes out at -12282.076 eV. The calculation puts the lowest unoccupied orbital energy at 0.0269 Eh. The value obtained for the energy above the lowest of the compared OMol25 structures with the same formula, charge and spin is 420.8 kJ/mol.

Geometry as ORCA input:
```
! RIJCOSX wB97M-V def2-TZVPD def2/J DEFGRID3
* xyz 0 1
H -2.73 -0.66 -0.31
N -2.01 -0.07 -0.73
C -0.95 0.06 -0.11
N 0.00 0.99 -0.25
C 0.04 1.68 -1.60
C 1.19 0.82 0.47
C 1.07 -0.23 1.32
O 2.00 -0.76 2.13
N -0.17 -0.88 1.20
N -0.18 -2.23 1.53
H 0.38 2.81 -1.58
H 0.69 1.23 -2.31
H -1.08 1.70 -1.96
H 1.76 1.69 0.49
H 1.51 -1.27 2.84
H -0.83 -2.52 2.25
H -0.50 -2.64 0.64
*
```